No. 1
# CH5N3O2S

CH5N3O2S as an isolated structure at a distorted geometry (wB97M-V/def2-TZVPD, OMol25).

For the relative energy (zero: lowest compared OMol25 entry of this formula, charge and spin), the calculation gives 90.1 kcal/mol. The value obtained for the HOMO energy is -8.760 eV. As for the LUMO energy: 0.56 eV.

XYZ file:
```
12
Properties=species:S:1:pos:R:3:lowdin_charge:R:1
C -0.93 -0.62 -0.84 -0.1027
N -0.87 -1.30 0.38 -0.1562
N -0.11 0.96 -0.02 -0.2268
N 0.93 1.37 -0.75 -0.0750
O -0.02 0.31 2.53 -0.2897
O 1.50 -0.79 0.97 -0.3046
S 0.23 -0.21 1.21 0.6385
H -0.04 -0.91 -1.42 0.0973
H -1.79 -0.29 -1.27 0.0620
H -1.62 -1.81 0.84 0.1150
H 0.85 2.41 -0.92 0.1187
H 1.87 0.86 -0.70 0.1235
```

---

No. 2
# C24H33N2Tc

C24H33N2Tc as an isolated structure at a distorted geometry (wB97M-V/def2-TZVPD, OMol25).

For the relative energy (zero: lowest compared OMol25 entry of this formula, charge and spin), the calculation gives 22.2 kcal/mol. The value obtained for the HOMO energy (alpha / beta) is -10.480 / -10.447 eV. Its charge is +1. As for the expectation value of S²: 3.8150. As for the LUMO energy (alpha / beta): -3.29 / -4.35 eV. Its spin multiplicity is 4.

XYZ file:
```
60
Properties=species:S:1:pos:R:3:mulliken_spin:R:1
C 1.28 -2.03 1.22 -0.1390
C 1.79 -1.30 0.08 0.3736
C 0.88 -1.50 -1.02 -0.3549
C -0.20 -2.33 -0.56 0.1043
C 0.04 -2.64 0.83 0.0350
Tc -0.15 -0.52 0.66 1.7758
C -3.76 0.96 -0.66 0.2952
C -3.02 0.62 0.52 -0.2619
H -2.42 1.39 1.03 -0.0060
C -2.32 -0.64 0.72 0.0856
H -2.67 -1.44 0.04 -0.0140
H -2.46 -1.04 1.75 -0.0051
C -3.54 2.55 -0.84 -0.0096
H -2.70 2.93 -0.17 0.0093
H -3.09 2.76 -1.86 0.0036
H -4.42 3.23 -0.72 0.0004
C -3.02 0.35 -1.97 -0.0363
H -1.95 0.12 -1.72 0.0334
H -3.50 -0.53 -2.49 0.0035
H -2.79 1.14 -2.71 -0.0003
C 3.05 -0.52 0.08 0.0980
H 3.19 -0.02 1.05 -0.0149
H 3.91 -1.17 -0.12 0.0111
H 2.99 0.27 -0.66 -0.0306
C 1.07 -0.96 -2.39 0.0287
H 1.44 0.07 -2.33 -0.0118
H 1.80 -1.55 -2.95 -0.0032
H 0.12 -0.96 -2.95 -0.0031
C -1.26 -2.95 -1.40 -0.0052
H -1.51 -2.32 -2.26 -0.0033
H -0.92 -3.92 -1.77 0.0040
H -2.17 -3.13 -0.82 0.0013
C -0.76 -3.58 1.66 -0.0055
H -1.83 -3.43 1.51 -0.0029
H -0.52 -4.62 1.39 0.0001
H -0.53 -3.46 2.72 0.0008
C 2.05 -2.33 2.46 -0.0078
H 1.39 -2.72 3.24 -0.0013
H 2.80 -3.10 2.25 -0.0012
H 2.58 -1.44 2.82 -0.0013
C 1.94 2.31 -0.82 0.8326
C 0.75 2.73 -1.52 0.0473
C 3.01 2.76 -1.51 -0.0501
C 0.62 2.68 -2.99 0.0648
H -0.31 2.93 -1.30 0.0113
C 2.94 3.01 -2.91 0.0431
H 4.01 2.92 -1.06 0.0171
C 1.79 2.89 -3.72 0.0074
H -0.40 2.65 -3.40 -0.0032
H 3.84 3.38 -3.38 0.0035
H 1.72 3.02 -4.85 0.0048
N -0.28 -0.20 3.70 0.0440
C -0.07 0.68 4.68 0.0572
C 0.42 1.83 4.10 -0.0027
C 0.51 1.59 2.73 0.1195
N 0.07 0.32 2.49 -0.1150
H -0.64 -1.16 3.82 0.0048
H -0.29 0.44 5.73 0.0029
H 0.70 2.75 4.60 0.0008
H 0.85 2.23 1.92 -0.0348
```

---

No. 3
# C2H3O2

An isolated ion of composition C2H3O2 and charge +1 at a distorted geometry (wB97M-V/def2-TZVPD, OMol25).

For the relative energy (zero: lowest compared OMol25 entry of this formula, charge and spin), the calculation gives 92.9 kcal/mol. The value obtained for the HOMO energy (alpha / beta) is -15.118 / -19.747 eV. Its charge is +1. As for the expectation value of S²: 2.0093. As for the LUMO energy (alpha / beta): -4.38 / -9.83 eV. Its spin multiplicity is 3.

XYZ file:
```
7
Properties=species:S:1:pos:R:3:mulliken_spin:R:1
C -0.56 -0.41 0.30 0.0774
C 0.33 0.67 -0.19 -0.0122
O 1.47 0.29 0.33 1.3258
O 0.66 -0.65 -0.42 0.5773
H -0.60 -0.75 1.42 0.0041
H -1.37 -0.59 -0.45 0.0186
H 0.06 1.44 -0.99 0.0091
```

---

No. 4
# C4H7NO

A single C4H7NO molecule (wB97M-V/def2-TZVPD, OMol25).

For the relative energy (zero: lowest compared OMol25 entry of this formula, charge and spin), the calculation gives 115.7 kcal/mol. The value obtained for the HOMO energy is -8.934 eV. As for the LUMO energy: -0.28 eV.

XYZ file:
```
13
Properties=species:S:1:pos:R:3:lowdin_charge:R:1
N 2.51 -0.05 0.29 0.1436
C 1.24 0.05 0.23 -0.6069
C 0.54 -0.85 1.14 0.1684
C -1.32 -0.47 -0.34 -0.0651
C -0.84 0.96 -0.36 -0.2174
O 0.58 1.02 -0.44 -0.0302
H 2.97 0.80 -0.03 0.0640
H 0.82 -1.89 0.91 0.0545
H -0.95 -0.93 0.63 0.0268
H -2.41 -0.54 -0.22 0.1030
H -1.00 -1.05 -1.21 0.1040
H -1.17 1.48 0.55 0.1292
H -1.21 1.51 -1.23 0.1260
```

---

No. 5
# C6H38N2O12

A 13-piece molecular cluster, C6H38N2O12 overall at a distorted geometry (wB97M-V/def2-TZVPD, OMol25).

For the relative energy (zero: lowest compared OMol25 entry of this formula, charge and spin), the calculation gives 82.6 kcal/mol. The value obtained for the HOMO energy is -9.297 eV. As for the LUMO energy: 0.08 eV.

XYZ file:
```
58
Properties=species:S:1:pos:R:3:lowdin_charge:R:1
C 0.30 2.20 1.34 -0.2140
N 0.67 3.50 0.73 -0.0758
C 1.51 3.41 -0.43 -0.3109
N 1.25 2.36 -1.44 0.0199
C -0.85 1.53 0.56 -0.2159
C -1.12 0.11 1.19 -0.1799
C 0.08 -0.76 0.86 -0.1551
C 0.44 -0.89 -0.41 0.0158
H -0.14 2.39 2.38 0.1345
H 1.21 1.61 1.56 0.0906
H -0.28 3.98 0.49 0.1462
H 2.59 3.41 -0.10 0.1189
H 1.49 4.33 -1.05 0.1146
H 1.23 1.42 -1.04 0.0314
H 2.00 2.40 -2.10 0.0555
H -1.79 2.12 0.59 0.1189
H -0.90 1.54 -0.52 0.0569
H -1.27 0.32 2.24 0.0995
H -2.12 -0.20 0.84 0.0526
H 0.63 -1.27 1.64 0.0497
H 0.01 -0.37 -1.31 0.0804
H 1.23 -1.52 -0.70 0.0218
H 0.41 -2.72 2.74 -0.0132
H -0.90 -3.07 2.07 0.0416
O -0.01 -3.44 2.22 -0.0757
H -2.31 -0.48 -0.77 0.0260
H -3.51 0.41 -1.43 0.0770
O -2.64 0.40 -1.03 -0.0786
H -1.76 -1.33 -2.60 -0.0027
H -2.59 -2.50 -3.03 0.0623
O -2.42 -1.94 -2.26 -0.0691
H 4.50 -0.41 0.69 0.0520
H 4.46 -1.78 0.19 0.0541
O 4.02 -0.94 0.03 -0.0543
H -0.99 0.89 -4.37 0.0769
H -1.47 0.95 -2.94 -0.0168
O -1.61 0.44 -3.74 -0.0834
H 2.31 0.56 2.36 0.0204
H 2.68 -0.79 1.52 0.0125
O 2.75 -0.29 2.36 -0.0619
H -0.41 3.02 -2.85 0.0050
H -1.87 3.22 -2.74 0.0385
O -1.18 3.24 -3.42 -0.0743
H 1.24 -3.16 0.80 -0.0111
H 2.57 -3.84 0.12 0.0375
O 1.81 -3.28 0.04 -0.0557
H 1.01 -0.61 3.80 0.0509
H 1.52 -2.00 4.05 0.0603
O 0.69 -1.52 3.97 -0.0523
H 2.80 0.03 -2.28 0.0073
H 3.15 -0.46 -3.64 0.0375
O 3.25 0.32 -3.09 -0.0604
H -3.39 -0.44 2.37 0.0300
H -3.90 -0.17 0.98 0.0214
O -4.16 -0.58 1.82 -0.0372
H -3.43 -3.44 0.19 0.0517
H -3.62 -2.55 1.41 -0.0117
O -3.22 -3.38 1.14 -0.0601
```

---

No. 6
# C42H48N8PPb

C42H48N8PPb as an isolated structure (wB97M-V/def2-TZVPD, OMol25).

The value obtained for the HOMO energy (alpha / beta) is -15.135 / -15.136 eV. Its charge is +3. As for the LUMO energy (alpha / beta): -9.66 / -9.66 eV.

XYZ file:
```
100
Properties=species:S:1:pos:R:3:lowdin_charge:R:1
Pb -0.65 1.14 -0.06 1.4104
C -2.72 3.92 -0.44 -0.0878
N -2.79 2.48 -0.75 -0.1026
C -4.02 1.83 -0.25 -0.0941
C -3.76 1.09 1.03 -0.3101
N -2.57 0.68 1.37 0.0028
C -2.72 0.00 2.59 -0.2284
C -1.79 -0.62 3.42 -0.0366
C -2.27 -1.23 4.56 -0.0503
C -3.63 -1.22 4.89 -0.0440
C -4.56 -0.59 4.08 0.0161
C -4.07 0.02 2.94 -0.1637
N -4.70 0.73 1.91 0.2008
C -1.53 4.27 0.40 -0.3159
N -0.57 3.43 0.73 -0.0083
C 0.33 4.16 1.52 -0.2168
C 1.50 3.76 2.17 -0.0180
C 2.18 4.72 2.89 -0.0537
C 1.72 6.05 2.96 -0.0435
C 0.56 6.45 2.33 0.0167
C -0.12 5.47 1.61 -0.1641
N -1.31 5.50 0.89 0.1986
H -2.68 4.50 -1.37 0.1463
H -3.62 4.24 0.09 0.1384
H -2.75 2.35 -1.75 0.1008
H -4.83 2.55 -0.11 0.1358
H -4.37 1.11 -1.00 0.1447
H -0.73 -0.62 3.18 0.0949
H -1.57 -1.73 5.23 0.1156
H -3.96 -1.71 5.79 0.1212
H -5.61 -0.58 4.34 0.1270
H -5.69 0.94 1.86 0.1850
H 1.85 2.74 2.14 0.0908
H 3.08 4.45 3.42 0.1167
H 2.29 6.77 3.52 0.1221
H 0.20 7.47 2.39 0.1275
H -1.90 6.31 0.77 0.1861
C 2.75 -2.81 3.79 -0.0507
C 1.95 -3.95 3.21 -0.2766
C 1.92 -5.17 3.88 -0.0210
C 1.18 -6.24 3.40 -0.0321
C 0.45 -6.12 2.23 -0.0504
C 0.47 -4.93 1.53 -0.0696
C 1.22 -3.85 2.01 -0.3329
P 1.24 -2.28 1.13 1.1512
C -0.01 -2.37 -0.19 -0.3478
C -1.30 -2.35 0.36 -0.1547
C -2.43 -2.49 -0.42 -0.0614
C -2.28 -2.67 -1.79 -0.0500
C -1.01 -2.69 -2.34 -0.0579
C 0.15 -2.52 -1.58 -0.2482
C 1.46 -2.54 -2.33 -0.0062
C 2.88 -2.10 0.46 -0.2999
C 3.83 -3.11 0.40 -0.0411
C 5.00 -2.90 -0.31 0.0380
C 5.27 -1.66 -0.96 -0.0123
C 4.40 -0.63 -0.84 0.0142
C 3.23 -0.78 -0.01 -0.2873
C 2.65 0.34 0.51 0.0894
H 2.80 -2.91 4.87 0.0916
H 2.30 -1.84 3.57 0.0530
H 3.77 -2.80 3.42 0.0881
H 2.49 -5.27 4.79 0.1267
H 1.18 -7.17 3.96 0.1227
H -0.13 -6.96 1.86 0.1187
H -0.09 -4.84 0.61 0.1058
H -1.42 -2.25 1.43 0.0878
H -3.41 -2.50 0.03 0.1193
H -3.15 -2.81 -2.43 0.1215
H -0.90 -2.87 -3.41 0.1168
H 1.58 -1.61 -2.89 0.0889
H 1.47 -3.36 -3.04 0.1033
H 2.32 -2.65 -1.68 0.0511
H 3.61 -4.08 0.81 0.1304
H 5.69 -3.72 -0.44 0.1372
H 6.19 -1.55 -1.52 0.1309
H 4.62 0.34 -1.28 0.1327
H 2.95 1.32 0.15 0.0890
H 2.09 0.29 1.43 0.0353
C 0.47 3.23 -4.86 -0.0229
N 0.50 2.32 -3.70 -0.1457
C 0.96 2.92 -2.47 -0.0731
C -0.22 1.17 -3.67 -0.4393
N -0.76 0.78 -2.53 -0.0191
N -0.33 0.48 -4.82 -0.1434
C 0.69 0.48 -5.86 -0.0325
C -1.49 -0.35 -5.14 -0.0283
H 0.24 4.23 -4.51 0.0987
H -0.31 2.93 -5.55 0.0963
H 1.43 3.26 -5.38 0.1003
H 1.74 3.64 -2.70 0.1089
H 1.39 2.16 -1.81 0.0446
H 0.15 3.45 -1.94 0.0704
H -1.13 -0.17 -2.62 0.0099
H 1.62 0.91 -5.49 0.0929
H 0.37 1.02 -6.75 0.1013
H 0.89 -0.55 -6.15 0.0996
H -2.22 -0.33 -4.34 0.0820
H -1.18 -1.39 -5.31 0.0894
H -1.96 0.01 -6.05 0.1058
```